Molecular formula: C8H12O8Pt
Method: DFT, ωB97M-V/def2-TZVPD

```
29
C8H12O8Pt | OMol25 | ωB97M-V/def2-TZVPD
Pt -0.30618 -0.52422 -0.04695
C 1.48617 -3.97775 2.61819
C 2.03584 -2.63471 2.89138
O 1.75366 -1.65093 2.14447
O 2.76041 -2.33209 3.83226
H 1.56533 -4.46733 3.58884
H 2.04944 -4.30352 1.74372
H 0.44118 -4.12548 2.34564
C -1.25379 5.00641 0.83524
C -0.30908 3.82673 1.11171
O -0.82311 2.69938 1.14354
O 0.85912 4.06427 1.42721
H -2.28470 4.77185 0.57010
H -0.77618 5.52936 0.00668
H -1.11119 5.67156 1.68691
C 3.05170 2.61369 -3.25817
C 2.79097 1.53943 -2.15038
O 1.81503 0.78243 -2.21787
O 3.54285 1.54347 -1.14294
H 4.09458 2.43365 -3.51912
H 3.05679 3.60235 -2.79925
H 2.45087 2.55823 -4.16594
C -4.28341 -3.66305 -1.12053
C -3.23287 -2.61599 -0.76781
O -2.64515 -1.95625 -1.61448
O -2.79205 -2.52536 0.41966
H -3.95219 -4.56665 -1.63230
H -5.14307 -3.29828 -1.68270
H -4.84099 -4.00122 -0.24712
```

Output
Total charge ... -2
Expectation value of S² ... 2.036
ΔE to the lowest compared entry with this formula, charge and spin ... 155.4 kcal per mole
Kohn-Sham gap (alpha / beta) ... 5.508 / 3.239 eV
2S+1 ... 3
LUMO (alpha / beta) ... 3.69 / 1.44 eV
Calculated total energy ... -28111.3830 eV